A 6-piece molecular cluster, C40H84N3O overall in a non-equilibrium geometry. Source: the OMol25 dataset; level of theory: ωB97M-V/def2-TZVPD.

Summary:
2S+1 ... 1
Charge ... +1
E_HOMO ... -12.095 eV
E ... -1813.57824 hartree

Each line ends with the Löwdin charge.
Element x y z (Å)
C1 2.8454 -4.7478 0.3114  -0.077
N1 2.0766 -4.1523 -0.8514  0.035
C2 2.3099 -2.7259 -0.9972  -0.242
N2 1.1537 -1.8347 -1.0990  0.021
C3 0.2737 -1.8850 0.1072  -0.128
C4 1.0370 -1.5168 1.4819  -0.154
O1 0.4579 -1.8448 2.5565  0.019
N3 3.5835 -2.2944 -1.0318  0.145
C5 3.9123 -0.8481 -1.1338  -0.175
C6 3.3133 0.1346 -2.1636  -0.004
C7 3.7112 1.6294 -2.1253  -0.030
C8 4.7190 2.1221 -1.0446  -0.048
C9 5.3883 1.1685 -0.0105  -0.033
C10 4.9564 -0.3275 -0.0789  -0.002
H1 3.2339 -3.9452 1.0360  0.100
H2 2.1303 -5.4076 0.9185  0.114
H3 3.7253 -5.3733 -0.0565  0.099
H4 1.0845 -4.3543 -0.6341  0.117
H5 0.6383 -1.9637 -1.9802  0.141
H6 -0.5320 -1.0661 -0.0370  0.151
H7 -0.2912 -2.8769 0.1588  0.115
H8 2.0482 -0.9765 1.4479  0.135
H9 4.3862 -2.9535 -0.9857  0.182
H10 2.5661 -0.3068 -2.9202  0.098
H11 3.2274 2.3500 -2.8797  0.101
H12 4.9498 3.2414 -1.0464  0.098
H13 6.1428 1.5645 0.7423  0.106
H14 5.4128 -1.0754 0.6596  0.099
C11 1.2441 7.7953 2.0621  -0.105
C12 2.0578 6.6877 2.7180  -0.275
C13 3.0965 6.0657 1.7838  -0.223
C14 2.5257 5.3684 0.5450  -0.222
C15 1.5275 4.2452 0.8307  -0.258
C16 2.1327 3.0868 1.6118  -0.103
H15 0.6611 7.4216 1.2168  0.067
H16 0.5431 8.2247 2.7823  0.069
H17 1.8953 8.5975 1.7048  0.079
H18 1.3841 5.9189 3.1086  0.097
H19 2.5797 7.1070 3.5857  0.099
H20 3.7025 5.3552 2.3558  0.101
H21 3.7888 6.8481 1.4503  0.113
H22 3.3614 4.9607 -0.0373  0.091
H23 2.0448 6.1096 -0.1015  0.104
H24 1.1535 3.8621 -0.1256  0.084
H25 0.6561 4.6339 1.3664  0.104
H26 2.9789 2.6534 1.0713  0.044
H27 1.3867 2.3005 1.7585  0.065
H28 2.4787 3.4019 2.5991  0.071
C17 -2.9746 -4.4005 -0.9893  -0.106
C18 -3.6915 -4.2055 -2.3174  -0.261
C19 -3.2426 -2.9509 -3.0685  -0.223
C20 -3.5133 -1.6256 -2.3483  -0.233
C21 -4.9765 -1.3665 -1.9865  -0.266
C22 -5.8891 -1.2737 -3.2017  -0.106
H29 -3.1785 -3.5803 -0.2963  0.071
H30 -3.3094 -5.3256 -0.5139  0.056
H31 -1.8916 -4.4680 -1.1372  0.055
H32 -4.7724 -4.1873 -2.1519  0.108
H33 -3.4933 -5.0777 -2.9506  0.097
H34 -3.7263 -2.9377 -4.0501  0.106
H35 -2.1651 -3.0216 -3.2671  0.099
H36 -3.1553 -0.8075 -2.9853  0.097
H37 -2.9112 -1.5778 -1.4335  0.085
H38 -5.0351 -0.4221 -1.4348  0.108
H39 -5.3464 -2.1409 -1.3075  0.101
H40 -5.5635 -0.4740 -3.8728  0.077
H41 -6.9130 -1.0555 -2.8885  0.075
H42 -5.9089 -2.2098 -3.7648  0.068
C23 1.1899 8.2058 6.9733  -0.108
C24 2.4890 7.4379 7.1779  -0.271
C25 2.3495 5.9358 6.9268  -0.231
C26 1.3817 5.2034 7.8617  -0.229
C27 1.6967 5.3265 9.3534  -0.272
C28 3.0426 4.7256 9.7357  -0.115
H43 0.4158 7.8831 7.6734  0.068
H44 1.3547 9.2745 7.1331  0.072
H45 0.8135 8.0702 5.9554  0.066
H46 2.8712 7.6243 8.1858  0.100
H47 3.2409 7.8362 6.4868  0.102
H48 3.3407 5.4753 6.9947  0.100
H49 2.0164 5.7775 5.8935  0.094
H50 1.3742 4.1416 7.5874  0.108
H51 0.3628 5.5643 7.6868  0.101
H52 0.9126 4.8096 9.9170  0.105
H53 1.6596 6.3741 9.6678  0.100
H54 3.0846 3.6653 9.4711  0.074
H55 3.2012 4.8111 10.8138  0.071
H56 3.8698 5.2382 9.2389  0.065
C29 -2.4808 -11.1142 -0.3958  -0.114
C30 -3.1979 -10.9197 -1.7251  -0.270
C31 -2.7484 -9.6664 -2.4773  -0.228
C32 -3.0187 -8.3410 -1.7580  -0.236
C33 -4.4822 -8.0807 -1.3959  -0.268
C34 -5.3949 -7.9878 -2.6111  -0.105
H57 -2.6840 -10.2935 0.2964  0.064
H58 -2.8158 -12.0388 0.0812  0.072
H59 -1.3994 -11.1824 -0.5429  0.074
H60 -4.2791 -10.9005 -1.5598  0.100
H61 -3.0004 -11.7923 -2.3577  0.107
H62 -3.2323 -9.6537 -3.4592  0.103
H63 -1.6719 -9.7374 -2.6757  0.109
H64 -2.6603 -7.5231 -2.3956  0.098
H65 -2.4168 -8.2932 -0.8439  0.099
H66 -4.5404 -7.1358 -0.8446  0.084
H67 -4.8528 -8.8544 -0.7166  0.103
H68 -5.0688 -7.1884 -3.2828  0.066
H69 -6.4189 -7.7687 -2.2979  0.074
H70 -5.4154 -8.9240 -3.1736  0.070
C35 -0.0189 2.6892 -2.6637  -0.118
C36 -1.0025 2.0507 -3.6351  -0.261
C37 -0.3235 1.2116 -4.7185  -0.230
C38 0.6116 1.9849 -5.6539  -0.228
C39 -0.0344 3.1507 -6.4040  -0.268
C40 -1.1535 2.7169 -7.3410  -0.109
H71 0.6519 3.3881 -3.1697  0.069
H72 -0.5581 3.2475 -1.8941  0.072
H73 0.5875 1.9260 -2.1662  0.056
H74 -1.6286 2.8256 -4.0862  0.106
H75 -1.6799 1.4016 -3.0680  0.093
H76 -1.0962 0.7092 -5.3092  0.102
H77 0.2543 0.4105 -4.2385  0.088
H78 1.0285 1.2810 -6.3841  0.112
H79 1.4663 2.3645 -5.0831  0.089
H80 0.7386 3.6533 -6.9949  0.108
H81 -0.4141 3.8968 -5.6990  0.101
H82 -0.7847 2.0042 -8.0838  0.078
H83 -1.5556 3.5820 -7.8738  0.074
H84 -1.9789 2.2518 -6.7967  0.066

Forces on atoms 1 to 2 (eV/Å):
C 0.76 -0.82 0.79
N 0.32 3.02 1.93


A 4-piece molecular cluster, C40H88BN3O12 overall in a non-equilibrium geometry. Source: the OMol25 dataset; level of theory: ωB97M-V/def2-TZVPD.

Summary:
2S+1 ... 1
Charge ... 0
E_HOMO ... -8.497 eV
SMILES ... COCCCCCCCCCCCC[C@@]1(CCCCOC)CC(=O)O[C@@H]1B(O)O.COCCNCCOC.COCCNCCOC.COCCNCCOC
E ... -2668.74973 hartree

Each line ends with the Löwdin charge.
Element x y z (Å)
C1 -2.6761 3.8014 -1.2645  -0.106
O1 -2.4044 3.4304 -2.6003  -0.208
C2 -2.1143 4.5318 -3.4502  -0.241
C3 -0.9703 4.1921 -4.3880  -0.169
C4 -1.3889 3.2447 -5.5469  -0.177
C5 -0.5921 1.9199 -5.5776  -0.193
C6 -1.4400 0.7055 -5.0995  -0.179
C7 -1.2628 0.5626 -3.5609  -0.197
C8 -0.2009 -0.4610 -3.1403  -0.192
C9 0.8620 0.0975 -2.1863  -0.194
C10 0.2736 0.7949 -0.9427  -0.188
C11 -0.5301 -0.1288 -0.0180  -0.162
C12 0.2727 -0.9587 1.0078  -0.157
C13 1.4964 -0.2956 1.6477  -0.113
C14 1.2371 0.5620 2.9434  -0.349
C15 2.5722 0.4465 3.7208  -0.103
C16 3.0419 1.6810 4.5368  -0.157
C17 4.4515 2.1771 4.1138  -0.160
C18 4.4930 3.6577 3.7976  -0.270
O2 4.1063 4.4298 4.9169  -0.178
C19 4.0796 5.7944 4.5590  -0.120
C20 0.7634 1.9413 2.4374  0.001
C21 -0.7791 1.8696 2.5122  -0.496
O3 -1.5149 2.6955 2.1645  0.170
O4 -1.1549 0.6600 3.0323  0.053
C22 0.0103 0.1918 3.7743  -0.123
B1 -0.2497 0.8171 5.2293  -0.579
O5 0.2051 2.0139 5.6963  0.202
O6 -1.0628 0.0806 6.0818  0.154
H1 -2.5291 2.9139 -0.6460  0.066
H2 -3.7196 4.1201 -1.1501  0.093
H3 -2.0015 4.5714 -0.8795  0.091
H4 -3.0175 4.7777 -4.0258  0.124
H5 -1.8775 5.4222 -2.8573  0.114
H6 -0.1373 3.8051 -3.7991  0.109
H7 -0.6486 5.1465 -4.8129  0.108
H8 -2.4643 3.0742 -5.5001  0.103
H9 -1.1765 3.7774 -6.4745  0.100
H10 -0.1434 1.7051 -6.5493  0.099
H11 0.2373 2.0542 -4.8792  0.090
H12 -1.1614 -0.2039 -5.6308  0.099
H13 -2.4915 0.9371 -5.2649  0.096
H14 -2.2239 0.2333 -3.1561  0.109
H15 -1.0820 1.5661 -3.1871  0.071
H16 0.3246 -0.7809 -4.0472  0.101
H17 -0.6265 -1.3770 -2.7252  0.099
H18 1.5749 -0.6709 -1.8814  0.111
H19 1.4059 0.8734 -2.7339  0.099
H20 -0.4314 1.5394 -1.3245  0.090
H21 1.0675 1.3670 -0.4619  0.083
H22 -1.0348 -0.8461 -0.6723  0.096
H23 -1.3402 0.4558 0.4227  0.090
H24 0.6371 -1.8371 0.4698  0.098
H25 -0.4400 -1.3558 1.7306  0.094
H26 2.1039 0.2962 0.9651  0.107
H27 2.1374 -1.1172 1.9803  0.114
H28 3.4001 0.1720 3.0728  0.099
H29 2.4518 -0.4012 4.4051  0.130
H30 2.3765 2.5358 4.5099  0.079
H31 3.1516 1.3681 5.5728  0.114
H32 5.1644 2.0040 4.9214  0.115
H33 4.8425 1.6458 3.2415  0.108
H34 3.9157 3.9208 2.8975  0.123
H35 5.5352 3.9153 3.5458  0.122
H36 3.2431 6.0106 3.8816  0.088
H37 4.9949 6.1203 4.0484  0.087
H38 3.9776 6.3779 5.4724  0.088
H39 0.9849 2.8362 3.0375  0.122
H40 1.1567 2.2208 1.4643  0.119
H41 -0.0047 -0.9015 3.8049  0.157
H42 0.2347 2.7043 5.0189  0.105
H43 -1.9375 0.4972 6.0210  0.119
C23 1.0158 -7.7910 3.0631  -0.115
O7 0.1355 -8.1317 2.0082  -0.193
C24 -1.2444 -7.9794 2.3278  -0.214
C25 -1.8575 -6.8032 1.5908  -0.214
N1 -1.3632 -5.5316 2.1073  -0.049
C26 -1.6757 -4.3724 1.2717  -0.190
C27 -1.1456 -4.3405 -0.1617  -0.218
O8 0.2617 -4.2032 -0.2732  -0.195
C28 0.9960 -5.4049 -0.1174  -0.091
H44 2.0090 -8.1464 2.7915  0.089
H45 1.0707 -6.7072 3.2094  0.074
H46 0.7197 -8.2706 4.0002  0.088
H47 -1.4019 -7.8990 3.4070  0.122
H48 -1.7421 -8.8912 1.9852  0.121
H49 -2.9448 -6.8371 1.7097  0.124
H50 -1.6268 -6.9289 0.5257  0.103
H51 -0.3581 -5.5866 2.2066  0.065
H52 -1.2760 -3.4975 1.7897  0.104
H53 -2.7636 -4.2521 1.2440  0.121
H54 -1.5608 -3.4450 -0.6341  0.114
H55 -1.4981 -5.1869 -0.7625  0.113
H56 0.4578 -6.2716 -0.5081  0.090
H57 1.2619 -5.5663 0.9303  0.071
H58 1.9284 -5.2983 -0.6735  0.089
C29 -6.4164 1.0827 -1.9359  -0.108
O9 -5.9399 0.2869 -0.8664  -0.189
C30 -4.9056 0.9024 -0.1033  -0.206
C31 -5.3973 1.3093 1.2727  -0.203
N2 -6.3236 2.4346 1.1972  -0.047
C32 -7.0611 2.6994 2.4320  -0.199
C33 -7.9663 1.6024 2.9920  -0.228
O10 -9.1163 1.3266 2.2117  -0.179
C34 -8.9062 0.4655 1.1071  -0.099
H59 -7.0319 0.4470 -2.5716  0.089
H60 -7.0388 1.9097 -1.5781  0.075
H61 -5.5917 1.4797 -2.5354  0.086
H62 -4.4636 1.7477 -0.6346  0.095
H63 -4.1261 0.1445 0.0237  0.120
H64 -4.5376 1.5954 1.8869  0.120
H65 -5.8640 0.4269 1.7279  0.103
H66 -6.9945 2.2581 0.4612  0.064
H67 -7.6861 3.5755 2.2414  0.118
H68 -6.3421 2.9877 3.2060  0.117
H69 -8.3482 1.9646 3.9505  0.120
H70 -7.4218 0.6776 3.2161  0.110
H71 -8.1439 -0.2901 1.3120  0.088
H72 -8.6411 1.0351 0.2130  0.070
H73 -9.8482 -0.0432 0.8988  0.088
C35 4.3936 1.3678 -2.0179  -0.110
O11 3.9959 0.1812 -2.6760  -0.215
C36 4.1891 0.2105 -4.0863  -0.210
C37 5.3217 -0.7063 -4.5083  -0.212
N3 6.6174 -0.1830 -4.0901  -0.052
C38 7.7215 -1.1366 -4.1970  -0.198
C39 7.6459 -2.4337 -3.3919  -0.227
O12 7.7526 -2.2681 -1.9887  -0.178
C40 6.5560 -1.8948 -1.3301  -0.099
H74 4.0045 1.3259 -0.9997  0.082
H75 5.4837 1.4537 -1.9606  0.076
H76 3.9829 2.2545 -2.5102  0.090
H77 4.3423 1.2300 -4.4516  0.124
H78 3.2627 -0.1673 -4.5314  0.119
H79 5.3121 -0.8052 -5.5981  0.124
H80 5.1208 -1.6937 -4.0745  0.104
H81 6.5540 0.1180 -3.1267  0.064
H82 8.6241 -0.6065 -3.8827  0.119
H83 7.8566 -1.3889 -5.2539  0.117
H84 8.5126 -3.0358 -3.6781  0.121
H85 6.7654 -3.0370 -3.6426  0.111
H86 5.6718 -2.3313 -1.8011  0.088
H87 6.4594 -0.8070 -1.2828  0.069
H88 6.6146 -2.2590 -0.3035  0.088

Forces on atoms 1 to 2 (eV/Å):
C -0.31 -0.48 0.19
O 0.39 0.33 0.11


Number 1: HOMO-LUMO gap 0.2936 Eh. Number 2: HOMO-LUMO gap 0.3244 Eh.